Record 1
52
Properties=species:S:1:pos:R:3:forces:R:3 method="wB97M-V/def2-TZVPD" gap_ev="8.39 / 7.77" e_above_lowest_kj_mol=0.0 charge=-1 spin_multiplicity=2
Cu -0.480 -0.287 0.457 -0.4 -0.4 -0.3
C 2.063 0.161 4.186 0.0 0.0 0.0
C 1.353 0.306 2.875 0.0 0.0 0.0
N 1.523 -0.474 1.882 0.1 0.0 -0.1
O 2.416 -1.516 2.138 -0.1 0.0 0.0
C 0.381 1.399 2.682 0.0 0.0 -0.1
C 0.250 2.540 3.636 0.0 0.0 0.0
N -0.357 1.365 1.619 0.0 -0.1 -0.1
O -1.116 2.387 1.352 0.0 0.0 0.2
H 2.902 -0.521 4.098 0.0 0.0 0.0
H 1.370 -0.236 4.932 0.0 0.0 0.0
H 2.416 1.128 4.539 0.0 0.0 0.0
H 2.179 -2.163 1.463 0.0 0.0 0.0
H 0.580 2.269 4.636 0.0 0.0 0.0
H -0.795 2.845 3.665 0.0 0.0 0.0
H 0.823 3.411 3.303 0.0 0.0 0.0
O -2.378 -0.327 -4.975 0.0 0.0 0.0
C -2.541 0.878 -4.458 -0.1 0.0 0.0
O -2.964 1.809 -5.107 0.0 0.0 0.0
C -2.177 1.044 -3.029 0.0 0.0 0.0
C -2.240 2.239 -2.324 0.0 -0.1 0.0
N -1.800 2.001 -1.084 -0.1 -0.1 -0.2
N -1.462 0.723 -0.951 0.0 0.1 0.1
C -1.681 0.116 -2.097 0.0 0.0 -0.1
C -1.339 -1.347 -2.109 0.0 0.0 0.0
O -1.419 -1.960 -3.188 -0.1 0.0 0.0
O -0.996 -1.799 -0.986 0.3 0.2 0.1
H -2.025 -0.996 -4.302 0.1 0.0 0.0
H -2.579 3.209 -2.645 0.0 0.0 0.0
H -1.702 2.517 -0.183 0.1 0.0 0.0
F -2.516 -3.835 1.031 0.0 -0.1 0.0
Te -2.519 -2.288 2.059 0.1 0.0 0.5
F -2.031 -3.302 3.555 0.0 0.0 0.0
F -3.378 -1.370 0.680 0.2 0.1 -0.1
F -2.838 -0.797 3.151 -0.1 -0.1 0.1
F -4.254 -2.793 2.543 0.1 0.0 0.0
O -0.804 -1.800 1.763 -0.3 0.1 -0.1
C 1.885 1.437 -2.893 0.0 0.0 0.0
C 1.760 1.109 -1.416 0.0 0.0 0.0
O 1.338 -0.233 -1.206 0.2 0.0 0.0
C 2.421 -1.157 -1.207 0.0 0.1 0.0
C 1.906 -2.564 -1.005 0.0 0.0 0.0
H 2.132 2.492 -3.024 0.0 0.0 0.0
H 0.939 1.239 -3.399 0.0 0.0 0.0
H 2.663 0.845 -3.376 0.0 0.0 0.0
H 1.005 1.745 -0.953 0.0 0.0 0.0
H 2.704 1.281 -0.885 0.0 0.0 0.0
H 3.122 -0.871 -0.412 0.0 0.0 0.0
H 2.955 -1.090 -2.162 0.0 0.0 0.0
H 1.248 -2.635 -0.135 0.0 0.0 0.0
H 2.752 -3.245 -0.884 0.0 0.0 0.0
H 1.305 -2.890 -1.852 0.0 0.0 0.0

***

Record 2
40
Properties=species:S:1:pos:R:3:forces:R:3 method="wB97M-V/def2-TZVPD" gap_ev=9.93 e_above_lowest_kj_mol=369.2 spin_multiplicity=1
O 0.428 1.285 0.605 0.2 0.3 -0.2
C 0.147 0.347 1.319 0.3 -0.4 0.4
N -1.111 0.069 1.720 -0.4 -0.1 0.2
H -1.278 -0.696 2.355 0.1 0.0 0.0
C -2.257 0.894 1.375 -0.1 -0.1 0.1
C -2.804 1.548 2.644 0.1 0.3 -0.3
C -4.039 2.421 2.426 -0.1 -0.2 0.3
H -3.860 3.126 1.615 0.0 0.2 0.0
C -5.304 1.605 2.150 -0.1 0.2 -0.2
H -5.254 0.680 2.729 0.0 0.0 0.1
C -5.549 1.279 0.674 0.1 0.0 0.0
C -4.303 0.914 -0.137 -0.2 -0.2 0.1
C -3.285 0.052 0.611 0.1 0.3 -0.3
H -3.793 -0.634 1.291 0.0 -0.2 0.1
H -2.735 -0.552 -0.117 0.0 0.0 0.1
H -3.803 1.824 -0.473 0.0 0.0 -0.1
H -4.632 0.385 -1.033 0.1 0.1 0.0
H -6.263 0.452 0.628 -0.1 0.0 -0.1
H -6.022 2.137 0.192 -0.1 0.0 0.0
H -6.173 2.156 2.515 0.0 -0.1 0.1
H -4.194 3.003 3.337 0.0 0.1 -0.1
H -2.006 2.160 3.071 0.0 -0.1 0.0
H -3.047 0.767 3.372 0.0 0.0 0.1
H -1.863 1.669 0.707 -0.1 -0.1 0.1
C 1.182 -0.674 1.780 0.0 0.1 -0.3
H 0.941 -1.054 2.773 0.0 0.0 0.0
C 1.240 -1.844 0.786 0.0 0.0 0.6
N 1.720 -1.407 -0.496 -0.2 0.1 -0.6
N 2.998 -1.500 -0.778 1.2 -0.1 -0.1
C 3.139 -0.972 -1.988 -1.9 -0.1 1.0
C 1.904 -0.525 -2.494 0.3 -0.1 0.1
C 1.015 -0.825 -1.492 0.1 0.1 -0.4
H -0.040 -0.663 -1.423 -0.2 0.0 0.1
H 1.726 -0.060 -3.440 -0.1 0.1 -0.2
N 4.399 -0.913 -2.635 0.9 -0.1 -0.2
O 4.413 -0.442 -3.756 -0.1 0.1 -0.2
O 5.370 -1.332 -2.046 0.1 -0.1 0.1
H 1.943 -2.598 1.147 -0.2 0.0 -0.1
H 0.249 -2.291 0.662 0.1 0.0 0.0
H 2.158 -0.188 1.808 -0.1 0.0 0.0

***

Record 3
41
Properties=species:S:1:pos:R:3:forces:R:3 method="wB97M-V/def2-TZVPD" gap_ev=8.30 spin_multiplicity=1
C -5.012 1.306 -2.256 1.1 -0.5 0.3
C -4.113 0.235 -1.455 2.3 -1.9 1.0
C -4.646 -0.737 -0.369 3.6 -0.2 -0.9
C -3.667 -1.756 0.320 0.8 2.7 -2.6
C -2.138 -1.766 -0.057 -2.4 2.1 -1.6
C -1.588 -0.803 -1.134 -3.9 0.4 0.5
C -0.076 -0.699 -1.633 -1.1 0.8 0.8
C 0.994 -1.505 -0.743 -1.9 1.9 -0.8
N 2.299 -0.820 -1.152 0.5 -0.7 -1.7
C 2.764 0.282 -0.251 -0.1 2.8 3.6
N 2.151 1.630 -0.359 -0.7 -1.5 -1.9
C 2.225 -0.227 1.193 1.7 -0.7 -0.7
C 1.033 -1.307 0.854 2.4 -0.8 0.7
C 1.739 -2.686 1.388 -0.7 0.7 0.7
C -2.612 0.175 -1.823 -0.8 -2.1 2.2
H -6.128 1.135 -2.062 1.7 0.4 -0.3
H -4.659 2.362 -1.952 -0.9 -1.6 -0.3
H -4.770 1.215 -3.383 -0.6 0.0 1.8
H -5.755 -0.690 -0.092 1.9 -0.2 -0.4
H -4.115 -2.481 1.095 1.0 1.3 -1.4
H -1.448 -2.496 0.476 -1.1 1.1 -0.8
H 0.211 0.421 -1.590 -0.5 -1.7 0.1
H -0.021 -0.982 -2.752 0.0 0.0 1.8
H 0.952 -2.566 -1.166 0.6 1.3 1.2
H 2.271 -0.437 -2.125 -0.2 -0.6 0.7
H 2.962 -1.616 -1.172 0.3 1.0 0.2
H 3.879 0.493 -0.382 -1.2 -1.5 0.3
H 2.394 2.195 0.467 0.2 -0.1 -0.4
H 2.369 2.106 -1.245 0.2 0.0 0.8
H 1.977 0.573 1.974 0.1 -0.9 -1.7
H 3.177 -0.731 1.614 -1.8 0.3 -0.3
H 0.078 -0.998 1.406 1.3 -0.7 -1.3
H 0.989 -3.544 1.437 1.2 0.9 -0.2
H 2.142 -2.469 2.439 -0.7 -0.6 -1.5
H 2.662 -2.918 0.736 -1.5 0.2 0.9
H -2.222 0.877 -2.650 -0.7 -1.2 1.5
F 3.437 3.332 1.727 -0.8 0.0 1.0
Al 2.741 3.849 3.284 -0.1 0.7 0.8
F 2.794 2.492 4.427 -0.1 1.2 -1.4
F 1.057 4.344 3.034 1.8 -0.7 0.1
F 3.672 5.211 3.930 -1.0 -1.6 -0.8

***

Number 1: molecular weight 646.459 g mol⁻¹, largest force on an atom 0.65 eV/A. Number 2: molecular weight 280.328 g mol⁻¹, largest force on an atom 2.12 eV/A. Number 3: molecular weight 308.299 g mol⁻¹, largest force on an atom 4.55 eV/A.